Record 1
The following is a DFT calculation (wB97M-V/def2-TZVPD) of C12H15FeN2O3 as an isolated structure in a non-equilibrium geometry.

```
33
Properties=species:S:1:pos:R:3:forces:R:3
O -4.15748 0.95532 -3.91144 2.44 -1.73 1.79
C -3.31339 0.56148 -3.20324 -4.43 2.15 -3.64
Fe -2.12497 0.60821 -1.92663 3.00 -0.63 -1.23
C -1.39952 2.22692 -2.22982 0.95 4.39 -0.32
O -1.12023 3.35178 -2.25959 -0.48 -2.70 -0.02
C -3.23152 1.41206 -0.82725 -3.88 3.23 3.32
O -4.00608 2.11112 -0.30362 2.03 -1.99 -1.28
C -0.09768 -0.08146 0.63060 -2.36 1.55 -2.43
C -1.09709 -0.91991 1.13216 0.74 -0.41 1.14
C -2.19621 -1.34356 0.41988 -1.26 -0.58 -0.98
C -2.51824 -1.17702 -0.97301 -1.26 -2.00 2.39
C -1.51188 -1.36474 -1.98285 1.35 0.48 -0.29
C -0.33873 -0.62899 -1.85580 -0.17 -1.97 -1.08
C -0.06177 0.23168 -0.75630 1.53 1.47 1.97
H 0.44765 0.59593 1.27960 -0.61 0.04 -0.22
H -1.08489 -1.16091 2.20439 -0.14 0.12 -0.33
H -2.96868 -1.85805 1.00093 0.13 0.35 -0.08
H -3.55508 -1.44583 -1.23867 0.74 -0.25 0.24
H -1.70284 -1.99809 -2.84928 0.07 0.19 0.18
H 0.40307 -0.67162 -2.66010 -0.27 0.06 0.07
H 0.54138 1.12855 -0.98486 0.01 -0.70 -0.02
C 3.76606 -0.08199 0.72836 0.46 0.38 -0.68
N 2.61554 0.11895 1.58863 -0.50 -3.26 1.10
C 2.91001 0.70523 2.89072 0.04 0.77 0.54
N 1.81679 -0.99839 1.66869 2.45 1.45 0.76
H 4.31973 0.86139 0.71830 -0.09 -0.26 -0.18
H 4.42372 -0.88237 1.10049 -0.28 0.21 0.03
H 3.42760 -0.32072 -0.28385 0.07 0.05 0.12
H 3.52377 1.59790 2.70483 -0.32 -0.27 0.17
H 1.97918 1.00679 3.39505 0.28 -0.11 -0.21
H 3.47795 0.01725 3.54880 -0.29 0.16 -0.50
H 1.11398 -1.00534 2.40949 0.27 -0.22 -0.48
H 1.71986 -1.55156 0.82536 -0.22 0.02 0.14
```
Positions in Å, forces in eV/Å.

The value obtained for the energy above the lowest of the compared OMol25 structures with the same formula, charge and spin is 10.7 kcal per mole. As for the multiplicity: 5. Its net charge is +1. The calculation puts the highest occupied orbital energy (alpha / beta) at -8.5613 / -11.2190 eV. For the frontier orbital gap (alpha / beta), the calculation gives 5.65 / 4.83 eV.

***

Record 2
The following is a DFT calculation (wB97M-V/def2-TZVPD) of ClI8O12P2Sn5 as an isolated structure in a non-equilibrium geometry.

```
28
Properties=species:S:1:pos:R:3:forces:R:3
Sn 0.71774 0.45088 2.59540 0.74 0.93 -2.00
Sn -1.31611 3.09269 -2.28080 -0.52 -0.83 -0.62
Sn -3.48104 -0.04610 1.55915 -0.55 1.24 -1.51
Sn 0.26502 -1.43960 -1.96330 2.69 3.07 -0.46
Sn 0.27805 -8.09607 -0.62725 0.37 0.81 -1.22
I 9.01893 0.09956 0.99743 0.32 0.04 0.03
I -5.31829 8.40128 -3.82106 -0.40 0.68 -0.27
I 4.39055 -8.31354 5.12884 -0.04 -0.20 0.13
I -6.54689 0.59259 1.41647 1.44 -0.30 0.04
I 1.18063 -7.74248 -3.46122 -0.35 -0.43 0.85
I -2.87549 0.78113 -3.50153 0.49 0.93 0.27
I -3.98233 5.66364 -3.34657 0.62 -0.98 0.35
I -1.94323 9.04882 3.26722 -0.01 0.17 0.22
P -0.76772 -4.78641 -1.21618 2.67 1.88 -0.26
O 2.08821 -0.87998 -1.51998 -2.46 -1.13 -0.46
O -2.23306 -4.91110 -1.24687 0.96 -0.05 0.04
O 0.17557 -5.92121 -0.80081 -1.36 0.23 0.02
O 0.06629 -3.51921 -1.53702 -2.25 -4.50 1.25
P -1.04597 1.04265 0.22037 0.91 -0.99 -2.76
O -2.60541 1.05236 -0.05420 -0.91 -1.10 1.23
O -0.30867 1.84281 -0.88228 -1.31 0.46 0.18
O -0.47502 -0.44182 0.09998 -1.08 2.39 2.94
O -0.96432 1.78788 1.57289 1.76 -1.88 1.45
Cl 3.18427 2.52817 1.84288 -0.52 -1.61 -1.74
O 2.89238 0.95368 2.09953 -0.41 1.18 -0.36
O 3.21279 3.06025 3.12915 0.65 1.00 2.27
O 4.43677 2.74261 1.13026 -2.62 -0.87 0.89
O 1.95634 2.95653 1.19949 1.16 -0.15 -0.49
```
Positions in Å, forces in eV/Å.

As for the multiplicity: 1. Its net charge is -5. The calculation puts the highest occupied orbital energy at 3.2855 eV. For the frontier orbital gap, the calculation gives 0.95 eV.

***

Record 3
The following is a DFT calculation (wB97M-V/def2-TZVPD) of a 2-piece molecular cluster, C4H10NO overall in a non-equilibrium geometry.

```
16
Properties=species:S:1:pos:R:3:forces:R:3
C -0.56563 -0.07403 0.98452 -1.62 -2.28 -0.42
C -0.49056 1.24072 1.49510 2.32 0.47 2.06
C -0.70138 -1.44325 -2.01556 -0.71 -0.76 -0.09
C 1.80733 0.61221 0.66786 0.32 1.99 -2.36
N 0.37124 0.84573 0.35924 1.57 -0.18 -0.43
O 2.18297 0.45776 1.74286 0.46 -1.09 2.82
H -0.14625 -0.97067 1.45142 0.12 0.65 0.12
H -1.39573 -0.29522 0.36173 -0.50 -0.16 -0.37
H -1.12858 2.06212 1.40954 -1.25 0.77 -0.61
H 0.21713 1.29993 2.30633 -0.30 0.40 0.65
H -1.07705 -0.87796 -2.85870 0.16 -0.32 -0.52
H -0.77878 -2.54377 -2.12094 -0.02 0.76 -0.31
H 0.32504 -1.19652 -1.82380 0.53 0.22 0.20
H 2.47528 0.86209 -0.16761 -0.30 -0.50 -0.43
H 0.27309 1.18576 -0.57690 -0.80 0.11 -0.64
H -1.36812 -1.16489 -1.21508 0.03 -0.08 0.35
```
Positions in Å, forces in eV/Å.

The value obtained for the energy above the lowest of the compared OMol25 structures with the same formula, charge and spin is 62.9 kcal per mole. As for the multiplicity: 1. Its net charge is +1. The calculation puts the highest occupied orbital energy at -16.6439 eV. For the frontier orbital gap, the calculation gives 12.31 eV.

***

Record 4
The following is a DFT calculation (wB97M-V/def2-TZVPD) of a 2-piece molecular cluster, C14H16 overall in a non-equilibrium geometry.

```
30
Properties=species:S:1:pos:R:3:forces:R:3
C -1.84241 -2.15842 2.86544 -0.28 0.70 0.22
C -0.81765 1.11905 1.27420 1.39 -0.09 -0.22
C -1.54988 0.00707 1.64799 -0.62 0.04 -0.03
C 0.52420 1.17653 1.63681 0.29 -0.45 0.18
C -0.99066 -1.00294 2.40318 1.35 -0.73 0.66
C 1.11971 0.14644 2.37096 -0.08 0.06 0.10
C 0.38919 -0.97687 2.73040 -1.44 1.02 -0.11
H -1.08432 1.89154 0.57066 -0.87 -0.03 0.19
H -2.58738 -0.15432 1.37077 -0.05 0.42 -0.11
H 1.14649 1.98367 1.27235 -0.08 0.15 0.15
H 2.14113 0.23943 2.71837 0.11 0.00 -0.24
H -2.71423 -1.77680 3.40624 -0.18 0.03 -0.38
H -1.35380 -2.76176 3.62559 0.34 -0.37 -0.41
H 0.79608 -1.74404 3.36641 0.20 -0.21 -0.03
H -2.16542 -2.70614 1.98136 -0.11 -0.44 0.30
C 2.12350 -1.08964 -1.69011 0.64 -0.11 0.00
C -1.13726 0.85535 -1.84876 0.06 -0.87 -0.43
C -0.80432 1.93497 -2.66081 -0.26 -0.22 0.58
C -0.18729 -0.09383 -1.50824 0.04 -0.13 -0.88
C 1.11115 -0.05525 -2.04859 -0.87 -0.06 -0.26
C 0.46918 1.98798 -3.19316 -0.47 0.22 0.27
C 1.37532 0.94868 -2.96802 0.31 1.02 0.18
H -2.14866 0.57479 -1.57569 -0.13 0.72 0.21
H -1.52707 2.72358 -2.82795 0.05 -0.01 -0.19
H -0.56175 -0.94867 -0.95883 0.47 -0.03 0.32
H 0.70243 2.90652 -3.71784 0.43 -0.34 -0.40
H 1.82893 -2.10767 -1.94634 -0.28 0.01 0.16
H 2.34072 -1.03124 -0.62113 -0.07 -0.19 0.01
H 2.33494 1.04074 -3.46294 0.15 -0.27 0.16
H 3.06914 -0.92875 -2.21233 -0.05 0.16 0.00
```
Positions in Å, forces in eV/Å.

The value obtained for the energy above the lowest of the compared OMol25 structures with the same formula, charge and spin is 12.9 kcal per mole. As for the multiplicity: 1. The calculation puts the highest occupied orbital energy at -8.7367 eV. Its SMILES is Cc1ccccc1.Cc1ccccc1. For the frontier orbital gap, the calculation gives 9.68 eV.

***

Record 5
The following is a DFT calculation (wB97M-V/def2-TZVPD) of C24H22BN4PPt as an isolated structure in a non-equilibrium geometry.

```
53
Properties=species:S:1:pos:R:3:forces:R:3
Pt 1.11475 0.33121 0.51973 -1.57 2.10 0.65
C -4.96755 -2.56301 -2.75038 -0.03 0.01 0.03
C -5.03300 -1.86387 -1.54951 0.03 -0.02 -0.04
C -3.86512 -1.51047 -0.89488 0.04 0.04 0.05
C -2.61596 -1.84967 -1.42220 -0.32 0.18 0.43
C -2.56743 -2.54914 -2.62291 0.03 -0.07 -0.02
C -3.73648 -2.90448 -3.28560 0.02 -0.01 -0.01
P -1.01793 -1.38079 -0.65299 0.24 -0.02 -1.33
C -1.10459 0.48132 -0.71627 0.16 -0.47 0.05
C -1.67471 1.29611 0.27137 0.34 -0.06 0.20
C -1.81460 2.66958 0.05942 -0.05 -0.03 -0.03
C -1.37441 3.23533 -1.12001 -0.06 0.02 -0.06
C -0.77517 2.44094 -2.10005 0.02 0.01 0.04
C -0.63298 1.08495 -1.89943 -0.06 0.11 0.01
C -1.06401 -1.63526 1.11136 0.09 0.14 0.21
C -1.90452 -2.38218 1.92045 -0.01 0.07 0.04
C -1.62930 -2.45958 3.28296 -0.02 -0.01 -0.02
C -0.53476 -1.79106 3.81185 -0.01 0.02 0.05
C 0.31834 -1.05344 2.99200 -0.12 -0.06 -0.03
C 0.05976 -0.97141 1.62694 0.59 -0.81 -0.19
H -5.87937 -2.84090 -3.26384 0.01 0.00 0.00
H -5.99331 -1.59307 -1.12923 0.00 -0.01 0.00
H -3.92203 -0.95817 0.03745 0.01 0.00 -0.01
H -1.60460 -2.82188 -3.03971 0.00 0.01 0.01
H -3.68111 -3.45173 -4.21812 -0.01 0.01 0.00
H -2.01868 0.84966 1.19749 -0.09 0.00 -0.04
H -2.27401 3.28635 0.82190 0.02 -0.01 0.01
H -1.47613 4.30146 -1.27877 -0.01 -0.01 -0.01
H -0.40521 2.89365 -3.01077 0.00 0.00 0.01
H -0.14266 0.46935 -2.64411 -0.06 -0.02 -0.01
H -2.75861 -2.90189 1.50170 -0.01 0.02 -0.01
H -2.27206 -3.04397 3.92919 0.01 0.01 0.01
H -0.33091 -1.85654 4.87386 0.01 0.00 -0.01
H 1.17690 -0.55119 3.42253 0.03 -0.05 -0.01
B 4.39191 1.44879 -0.19606 0.13 -0.01 0.00
N 3.38868 2.47462 0.39093 0.00 -0.01 0.04
C 3.65418 3.74939 0.70391 0.01 -0.13 0.05
C 2.46192 4.39973 0.96988 -0.02 -0.01 0.01
C 1.48825 3.41965 0.78586 0.09 0.02 0.06
N 2.06544 2.27072 0.43229 -0.01 -0.21 -0.68
N 4.01157 -0.03524 0.17242 -0.15 0.03 0.02
C 4.91269 -1.01565 0.22747 0.09 0.02 -0.05
C 4.27410 -2.24839 0.19297 0.08 0.05 -0.04
C 2.93024 -1.93176 0.11362 -0.05 0.06 -0.01
N 2.78268 -0.59893 0.08059 0.61 -0.84 0.66
H 5.46481 1.65517 0.31145 0.04 0.00 -0.05
H 4.42390 1.55593 -1.39741 -0.10 -0.06 -0.06
H 4.67383 4.09610 0.71123 -0.02 0.03 0.02
H 2.32314 5.42504 1.26391 -0.01 -0.01 0.00
H 0.41870 3.46474 0.89908 0.06 0.06 0.02
H 5.95936 -0.76091 0.24778 -0.01 -0.05 0.01
H 4.72647 -3.22352 0.22046 -0.01 0.01 -0.01
H 2.04961 -2.55170 0.08816 0.04 -0.04 0.03
```
Positions in Å, forces in eV/Å.

The value obtained for the energy above the lowest of the compared OMol25 structures with the same formula, charge and spin is 49.0 kcal per mole. As for the multiplicity: 1. The calculation puts the highest occupied orbital energy at -7.9092 eV. For the frontier orbital gap, the calculation gives 7.41 eV.

***

Record 6
The following is a DFT calculation (wB97M-V/def2-TZVPD) of an isolated ion of composition C6H10FN3O and charge +2 in a non-equilibrium geometry.

```
21
Properties=species:S:1:pos:R:3:forces:R:3
C 0.02995 -1.04241 -0.51513 -2.29 -0.85 2.53
C -1.91728 -1.07262 -1.52370 -3.23 4.42 -1.00
C 1.50085 1.74438 2.14140 -0.28 -1.80 -1.30
C -0.38977 -2.48574 -1.10266 2.08 -0.13 3.18
C 0.46081 -0.19828 1.01875 -2.64 -2.22 -0.08
C 1.19918 1.07740 0.72213 0.38 -0.80 1.10
N -1.14075 -0.27466 -0.90581 0.58 -1.47 -0.79
N -1.52316 -2.38046 -1.69830 1.11 0.90 0.71
N 0.23435 2.01718 0.03275 1.46 -1.51 -2.59
O 0.61557 2.41950 2.47855 -2.48 2.76 1.48
F 0.31201 -3.55983 -1.02519 -0.69 0.96 -0.46
H 0.78779 -0.94792 -1.18854 2.78 1.18 -1.99
H -2.87214 -0.59396 -1.96525 1.40 -1.65 0.60
H 2.25177 1.49582 2.87664 1.19 -0.56 -0.41
H -0.61843 0.06622 1.25646 1.41 -0.27 0.20
H 0.82822 -0.78080 1.92311 -0.05 0.29 -1.68
H 2.15404 0.86976 0.26857 0.08 0.43 -1.11
H -1.98114 -2.99062 -2.31097 -0.84 -1.65 -0.98
H -0.36416 2.39595 0.74445 -0.31 1.04 0.82
H -0.37142 1.57379 -0.72256 0.58 -0.06 1.32
H 0.80371 2.66731 -0.50469 -0.24 1.00 0.45
```
Positions in Å, forces in eV/Å.

The value obtained for the energy above the lowest of the compared OMol25 structures with the same formula, charge and spin is 12.2 kcal per mole. As for the multiplicity: 1. Its net charge is +2. The calculation puts the highest occupied orbital energy at -17.9576 eV. Its SMILES is [NH3+][C@@H](C=O)C[C@@H]1N=C[NH+]=C1F. For the frontier orbital gap, the calculation gives 8.87 eV.

***

What did we get for DFT total energy? Answer: -2064.693680, -5498.785247, -288.062902, -543.052254, -1632.289482, -573.245502 Eh, in the order shown.